# 1
Density functional theory data (wB97M-V/def2-TZVPD) for C11H11N3S in the gas phase at a distorted geometry.

```
! wB97M-V def2-TZVPD RIJCOSX def2/J DEFGRID3
* xyz 0 1
C 2.606 -0.078 0.817
C -1.778 0.031 0.365
H 3.827 -0.425 -1.655
H -0.663 -1.224 1.732
H 3.352 1.081 -2.360
H 2.483 0.360 1.846
C 0.530 1.399 0.301
H 3.096 2.031 0.224
C 2.969 1.013 -0.114
C -2.485 -2.028 1.205
C -3.924 -0.848 -0.358
H 4.757 0.893 -1.342
C -3.615 -1.929 0.410
N -1.691 1.812 -0.926
C -2.923 0.128 -0.449
N -1.016 1.068 0.043
H 2.982 -1.041 0.711
H -2.325 -2.928 1.815
C -1.510 -1.093 1.127
H -4.760 -0.776 -0.945
S 0.699 2.878 0.941
C 1.519 0.506 -0.147
C 3.721 0.609 -1.442
H -4.436 -2.650 0.499
H 1.380 -0.124 -1.109
N -2.795 1.336 -1.191
*
```

The relative energy (zero: lowest compared OMol25 entry of this formula, charge and spin) comes out at 2.028 eV. Its structure (SMILES) is C[C@@H]1C[C@H]1C(=S)n1nnc2ccccc21. The value obtained for the energy is -988.09646 Eh. The HOMO-LUMO gap is 8.012 eV. Its largest force on an atom is 4.92 eV Å⁻¹.

---

# 2
Density functional theory data (wB97M-V/def2-TZVPD) for C11H11NO in the gas phase at a distorted geometry.

```
! wB97M-V def2-TZVPD RIJCOSX def2/J DEFGRID3
* xyz 0 1
C -2.729 -0.234 -1.072
C -3.080 -0.826 1.209
C 1.682 -0.042 0.141
H 0.899 1.281 -1.239
C -1.343 -0.546 -0.958
H -0.629 -0.367 -1.814
H 0.230 1.493 0.484
C -0.829 -1.047 0.272
C -1.705 -1.090 1.347
C 0.692 -1.125 0.551
H 3.521 0.497 -0.409
H 2.884 -1.133 -1.199
C 3.035 -0.477 -0.332
N 1.658 -3.522 0.211
C 1.254 -2.469 0.365
H -3.311 -0.008 -2.005
H -3.714 -0.823 1.967
C -3.565 -0.384 0.015
H 1.863 2.046 -0.007
H -4.616 -0.332 -0.132
H 3.607 -1.174 0.281
H -1.307 -1.459 2.242
O 1.382 -0.469 1.516
C 1.116 1.261 -0.173
*
```

The relative energy (zero: lowest compared OMol25 entry of this formula, charge and spin) comes out at 2.505 eV. Its structure (SMILES) is CC1(C)O[C@@]1(C#N)c1ccccc1. The value obtained for the energy is -555.66677 Eh. The HOMO-LUMO gap is 10.424 eV. Its largest force on an atom is 4.37 eV Å⁻¹.

---

# 3
Density functional theory data (wB97M-V/def2-TZVPD) for C11H11NOS in the gas phase at a distorted geometry.

```
! wB97M-V def2-TZVPD RIJCOSX def2/J DEFGRID3
* xyz 0 1
S 1.764 -1.117 1.013
H -3.035 2.245 1.914
H -0.638 -3.481 0.837
O -0.653 -1.623 0.333
C -1.538 0.900 1.327
C -0.519 2.954 -0.171
H 1.945 -2.923 -0.434
H -0.212 -0.229 -2.080
H -0.192 -3.375 -0.937
C -0.033 -2.899 0.103
N 1.295 1.644 -0.959
H -2.080 4.160 0.682
H 2.723 0.416 -1.715
C 1.420 -2.777 0.416
C 1.647 0.589 -1.633
H 1.392 -1.486 -2.132
H -2.020 0.225 2.081
H -0.171 3.672 -0.799
C -0.356 0.717 0.611
C -2.154 2.166 1.337
C 0.217 1.753 -0.167
C -1.614 3.150 0.663
C 0.201 -0.657 0.392
H 1.796 -3.496 1.192
C 0.817 -0.526 -1.872
*
```

The relative energy (zero: lowest compared OMol25 entry of this formula, charge and spin) comes out at 3.941 eV. Its structure (SMILES) is C=C/N=C1/C=CC=C/C1=C1\OCCS1. The value obtained for the energy is -953.78771 Eh. The HOMO-LUMO gap (alpha / beta) is 6.793 / 6.790 eV. Its largest force on an atom is 4.59 eV Å⁻¹.

---

# 4
Density functional theory data (wB97M-V/def2-TZVPD) for C11H12 in the gas phase at a distorted geometry.

```
! wB97M-V def2-TZVPD RIJCOSX def2/J DEFGRID3
* xyz 0 1
H 2.976 -1.437 -1.005
C -1.704 -0.937 -0.308
H -1.089 -1.797 -0.146
C 1.043 1.186 0.836
C -0.871 0.283 -0.175
H -2.232 1.755 -0.934
C 2.252 1.559 0.342
C -3.075 -1.030 -0.477
H 2.078 -3.141 0.616
C 0.344 0.023 0.402
C 1.238 -2.451 0.743
H 0.516 -2.976 1.442
H 2.743 2.489 0.661
H -3.629 -2.004 -0.567
H -1.029 2.331 0.258
H 0.478 1.812 1.440
H 3.729 0.850 -1.044
C 1.218 -1.177 0.375
C 2.369 -0.689 -0.523
C 2.836 0.572 -0.557
C -1.273 1.644 -0.569
H -0.587 1.815 -1.528
H -3.564 -0.025 -0.510
*
```

The relative energy (zero: lowest compared OMol25 entry of this formula, charge and spin) comes out at 2.488 eV. Its structure (SMILES) is C=C/C(C)=c1/ccccc1=C. The value obtained for the energy is -426.20014 Eh. The HOMO-LUMO gap is 7.768 eV. Its largest force on an atom is 3.67 eV Å⁻¹.

---

# 5
Density functional theory data (wB97M-V/def2-TZVPD) for 2 unconnected molecules or ions with the total composition C11H12B2F5N3O4 at a distorted geometry.

```
! wB97M-V def2-TZVPD RIJCOSX def2/J DEFGRID3
* xyz 0 1
C 1.282 2.697 2.365
F 3.315 -1.096 1.079
H 0.291 3.540 0.092
O -1.901 0.243 -3.737
O 1.654 3.814 2.549
C -1.247 -1.304 -1.111
C -1.928 -2.217 -1.480
H -0.254 -2.893 1.912
C -0.048 2.528 -0.088
B -0.617 0.429 -3.246
C -0.336 1.689 0.953
B 3.584 -0.208 0.022
H -0.465 1.620 3.150
C -0.992 -0.586 1.787
O -0.449 -0.506 2.855
F 2.111 1.743 2.056
H -2.176 1.084 -4.132
N -1.944 -3.937 1.264
N 0.547 0.181 -4.067
F 4.074 -0.915 -1.085
F 2.357 0.450 -0.353
H -2.002 -4.736 1.885
C -0.833 -0.001 -0.685
H 1.003 1.022 -4.405
H -1.284 -4.241 0.556
H 1.236 -0.407 -3.604
C -1.340 -2.850 2.005
H -1.608 -2.953 3.055
H -2.540 -3.008 -1.841
H 0.141 2.790 -2.077
H -0.763 3.179 2.425
O -1.856 -1.582 1.521
N -0.124 2.128 -1.360
F 4.516 0.755 0.429
C -0.523 0.894 -1.697
C -0.723 0.378 0.663
C -0.158 2.276 2.343
*
```

The value obtained for the energy is -1440.82554 Eh. The HOMO-LUMO gap is 8.167 eV. Its largest force on an atom is 1.52 eV Å⁻¹.

---

# 6
Density functional theory data (wB97M-V/def2-TZVPD) for a molecular structure, C11H12BrClFe at a distorted geometry.

```
! wB97M-V def2-TZVPD RIJCOSX def2/J DEFGRID3
* xyz -1 6
C 1.190 1.809 -0.372
C -0.193 0.511 2.308
H -0.684 -2.889 -0.781
C -1.038 -0.854 -1.723
C -1.831 -1.331 0.418
H 3.065 -0.981 0.198
Cl -1.152 0.771 3.938
H -1.903 1.258 -1.780
H -2.843 0.686 0.718
Fe 0.048 -0.174 0.161
Br 0.858 -1.837 1.677
H 0.490 1.417 -2.502
H -1.194 0.034 2.011
H 0.774 2.811 -0.162
C 1.754 -0.181 -1.479
C 2.403 -0.189 -0.189
H 0.724 1.090 2.622
C -1.730 0.318 -1.230
C 2.036 1.033 0.498
H 2.358 1.311 1.509
C -2.237 0.017 0.083
C 1.019 1.055 -1.602
C -1.099 -1.874 -0.708
H -2.053 -1.853 1.358
H -0.614 -0.986 -2.732
H 1.851 -0.971 -2.239
*
```

The relative energy (zero: lowest compared OMol25 entry of this formula, charge and spin) comes out at 0.244 eV. The value obtained for the energy is -4724.13132 Eh. The HOMO-LUMO gap (alpha / beta) is 6.784 / 7.155 eV. Its largest force on an atom is 4.45 eV Å⁻¹.

---

- Look up the energy of the fourth one.
  -426.20014 Eh

---

- Number 2 is which compound?
  C11H11NO

---

Repeat the second record exactly.
Density functional theory data (wB97M-V/def2-TZVPD) for C11H11NO in the gas phase at a distorted geometry.

```
! wB97M-V def2-TZVPD RIJCOSX def2/J DEFGRID3
* xyz 0 1
C -2.729 -0.234 -1.072
C -3.080 -0.826 1.209
C 1.682 -0.042 0.141
H 0.899 1.281 -1.239
C -1.343 -0.546 -0.958
H -0.629 -0.367 -1.814
H 0.230 1.493 0.484
C -0.829 -1.047 0.272
C -1.705 -1.090 1.347
C 0.692 -1.125 0.551
H 3.521 0.497 -0.409
H 2.884 -1.133 -1.199
C 3.035 -0.477 -0.332
N 1.658 -3.522 0.211
C 1.254 -2.469 0.365
H -3.311 -0.008 -2.005
H -3.714 -0.823 1.967
C -3.565 -0.384 0.015
H 1.863 2.046 -0.007
H -4.616 -0.332 -0.132
H 3.607 -1.174 0.281
H -1.307 -1.459 2.242
O 1.382 -0.469 1.516
C 1.116 1.261 -0.173
*
```

The relative energy (zero: lowest compared OMol25 entry of this formula, charge and spin) comes out at 2.505 eV. Its structure (SMILES) is CC1(C)O[C@@]1(C#N)c1ccccc1. The value obtained for the energy is -555.66677 Eh. The HOMO-LUMO gap is 10.424 eV. Its largest force on an atom is 4.37 eV Å⁻¹.

---

- What is the formula in the fourth record?
  C11H12